(1)
Here is a structure of composition C17H38InO3Sn at a distorted geometry from the OMol25 dataset. Energies are from the ωB97M-V functional and the def2-TZVPD basis.

Values from the calculation:
net charge = +1
F_max = 3.08 eV/Å
gap between HOMO and LUMO = 0.15226 Eh
DFT total energy = -1300.21953 a.u.

Element x y z (Å)
C  -2.18135  -4.88631  2.63460
C  -1.63026  -3.46381  2.66867
O  -2.68835  -2.48470  2.39074
In  -1.91231  -0.90706  1.10219
C  -3.32789  0.67450  1.75049
C  -2.71527  1.04438  3.11583
C  -3.23558  2.29853  3.84595
O  -2.44928  3.40207  3.50135
C  -1.92553  -1.44407  -1.02865
C  -0.61904  -2.06383  -1.59934
C  -0.17386  -1.25521  -2.82155
C  1.24353  -1.50565  -3.32704
C  2.39059  -1.59737  -2.31404
C  2.46939  -0.58314  -1.16018
C  3.32838  0.65977  -1.46359
C  3.01497  1.39223  -2.77114
C  1.59830  1.99457  -2.85810
C  1.01756  2.47163  -1.53001
C  1.90561  3.47240  -0.79164
O  1.59281  3.49663  0.59252
C  2.48645  2.70466  1.33808
H  -3.24132  -4.90909  2.89789
H  -2.06186  -5.30314  1.63676
H  -1.65296  -5.51795  3.35044
H  -0.87996  -3.37518  1.88018
H  -1.13788  -3.22745  3.62917
H  -0.31176  -0.53789  1.75357
H  -4.26466  0.13292  1.94536
H  -3.54035  1.49920  1.07401
H  -1.63027  1.17755  3.05249
H  -2.94841  0.06422  3.65279
H  -4.30984  2.43618  3.68277
H  -3.09764  2.15331  4.92406
H  -2.62763  3.67732  2.59471
H  -2.19077  -0.52804  -1.56018
H  -2.73354  -2.16929  -1.15536
H  -0.86733  -3.08514  -1.90554
H  0.15548  -2.12513  -0.83127
H  -0.28430  -0.19770  -2.55236
H  -0.89664  -1.45088  -3.61801
H  1.20905  -2.48473  -3.82252
H  1.48450  -0.79920  -4.12550
H  2.44831  -2.61105  -1.91329
H  3.30778  -1.44107  -2.89301
H  2.96692  -1.10030  -0.33324
H  1.49940  -0.26220  -0.76653
H  4.36145  0.29814  -1.53185
H  3.30278  1.32491  -0.58966
H  3.14251  0.66849  -3.58131
H  3.75910  2.16767  -2.96763
H  0.90482  1.33045  -3.37548
H  1.65626  2.88476  -3.49500
H  0.08495  2.99981  -1.75208
H  0.72709  1.65501  -0.86071
H  1.66479  4.47498  -1.15061
H  2.97310  3.29527  -0.94498
H  3.52534  2.89904  1.04560
H  2.29393  1.62899  1.20036
H  2.38321  2.92705  2.39974
Sn  -3.14712  -1.61547  4.46636

=====

(2)
Here is a structure of composition C47H35ClF12GeN3O4Sc from the OMol25 dataset. Energies are from the ωB97M-V functional and the def2-TZVPD basis.

Values from the calculation:
energy above the lowest of the compared OMol25 structures with the same formula, charge and spin = 67.5 kJ/mol
2S+1 = 2
net charge = -1
F_max = 0.68 eV/Å
gap between HOMO and LUMO (alpha / beta) = 0.22595 / 0.21981 Eh
DFT total energy = -6773.84682 a.u.

Element x y z (Å)
Sc  -1.66014  -0.89221  1.03026
C  4.60728  -4.74016  1.40865
C  3.29575  -4.09799  1.04129
C  2.70925  -4.27614  -0.20429
C  1.50430  -3.68280  -0.52041
C  0.79822  -2.85299  0.37956
N  -0.41309  -2.30585  0.05264
C  -0.89694  -2.33612  -1.25733
C  -0.10644  -1.87995  -2.32504
C  -0.60042  -1.75283  -3.60133
C  -1.92918  -2.07360  -3.87955
C  -2.49456  -1.91936  -5.26710
C  -2.72217  -2.51077  -2.83293
C  -2.24818  -2.63991  -1.52380
C  -3.15595  -3.12333  -0.36860
O  -3.03821  -2.38344  0.76729
C  -2.82605  -4.62452  -0.08985
F  -3.68525  -5.17361  0.78805
F  -2.89136  -5.37109  -1.21664
F  -1.60161  -4.78820  0.40651
C  -4.67408  -3.06383  -0.75241
F  -5.45174  -3.25334  0.31805
F  -5.06288  -3.98015  -1.67091
F  -5.00950  -1.86094  -1.25695
C  1.38055  -2.71092  1.67382
C  2.59421  -3.32712  1.95643
C  0.64369  -1.93041  2.77410
O  -0.09828  -0.89406  2.27923
C  -0.27335  -2.91026  3.54858
F  -1.25870  -3.32356  2.74458
F  0.36998  -4.00233  3.99307
F  -0.85519  -2.33516  4.61929
C  1.62078  -1.26686  3.79251
F  2.61572  -0.62400  3.15973
F  2.19903  -2.13270  4.65735
F  0.99359  -0.35701  4.54670
H  5.13813  -5.07795  0.51756
H  4.46378  -5.60839  2.05739
H  5.25665  -4.04041  1.93845
H  3.19535  -4.90459  -0.94417
H  1.06775  -3.88385  -1.48822
H  0.91281  -1.59272  -2.10749
H  0.04505  -1.37910  -4.38974
H  -1.73911  -2.13270  -6.02460
H  -2.85356  -0.90128  -5.44089
H  -3.33417  -2.59684  -5.42645
H  -3.74513  -2.77098  -3.06438
H  3.02307  -3.21624  2.94294
Cl  -2.72971  6.53505  0.02870
C  -2.45875  4.89840  0.57853
C  -2.67517  4.58375  1.93466
C  -2.47780  3.31378  2.39325
C  -2.05070  2.25592  1.52891
O  -1.89090  1.07881  1.97387
C  -1.82756  2.61442  0.15984
C  -1.34941  1.66049  -0.78607
O  -1.03608  0.48498  -0.55750
C  -2.03956  3.93540  -0.28781
H  -2.99881  5.36563  2.60981
H  -2.64185  3.06525  3.43392
H  -1.22314  2.02445  -1.81898
H  -1.85643  4.17447  -1.32958
N  -5.52825  1.64530  -0.33619
C  -5.80711  1.43378  0.99419
C  -4.84815  0.57469  1.43284
N  -3.99334  0.26030  0.40461
C  -4.42577  0.91920  -0.63544
H  -6.03458  2.23957  -0.96684
H  -6.64040  1.89872  1.48864
H  -4.71363  0.16949  2.42112
H  -3.99690  0.88177  -1.62379
C  3.98572  -0.55229  0.16790
Ge  2.34931  0.52800  0.01341
C  2.15265  1.16196  -1.83552
C  2.59793  0.38521  -2.90735
C  2.40169  0.79206  -4.21911
C  1.75261  1.99080  -4.48388
C  1.30924  2.77836  -3.43007
C  1.50656  2.36665  -2.11921
C  2.21581  2.11626  1.17431
C  1.18421  2.16379  2.07619
C  0.95808  3.31278  2.86886
C  1.76324  4.40454  2.74902
C  2.85068  4.39989  1.84045
C  3.70593  5.52107  1.70625
C  4.75599  5.50458  0.83471
C  5.00561  4.35443  0.05665
C  4.19509  3.26065  0.16507
C  3.08682  3.24566  1.05063
H  4.81761  -0.09873  -0.37428
H  3.79157  -1.54999  -0.22659
H  4.24372  -0.65309  1.21997
H  3.10357  -0.55555  -2.71362
H  2.75266  0.17289  -5.03618
H  1.59520  2.31011  -5.50670
H  0.81268  3.72079  -3.63034
H  1.16024  2.99258  -1.30266
H  0.52115  1.31376  2.18681
H  0.12811  3.31731  3.56423
H  1.58666  5.29238  3.34609
H  3.51030  6.39796  2.31331
H  5.40065  6.36935  0.73922
H  5.84341  4.34110  -0.62893
H  4.38964  2.38368  -0.44028

=====

(3)
Here is a structure of composition C30H78F12N2O34S4Tl at a distorted geometry from the OMol25 dataset. Energies are from the ωB97M-V functional and the def2-TZVPD basis.

Values from the calculation:
2S+1 = 2
F_max = 7.40 eV/Å
gap between HOMO and LUMO (alpha / beta) = 0.34440 / 0.10198 Eh
DFT total energy = -6820.59566 a.u.

Element x y z (Å)
Tl  11.00858  -6.80671  -25.59683
C  6.07153  -7.91000  -26.00336
F  4.78883  -7.57774  -25.86624
F  6.29229  -9.24032  -25.94238
F  6.38216  -7.51123  -27.27214
S  7.23643  -6.94288  -24.75472
O  7.73357  -5.80706  -25.53978
O  6.41396  -6.54671  -23.63604
N  8.58637  -7.91520  -24.48985
S  8.05072  -8.75261  -23.26999
O  8.49446  -8.31759  -21.91288
O  6.63849  -9.27436  -23.30356
C  9.14123  -10.31466  -23.63509
F  9.21148  -11.12036  -22.58010
F  8.64640  -11.02090  -24.66236
F  10.33459  -9.91108  -23.87097
C  13.29627  -10.54035  -22.64930
F  14.22085  -10.70966  -21.76008
F  13.52139  -11.28526  -23.67097
F  12.18500  -10.94044  -22.07854
S  13.19166  -8.62711  -23.11787
O  11.85697  -8.17477  -22.73398
O  14.33615  -7.98353  -22.40954
N  13.33879  -8.47990  -24.86107
S  14.86216  -8.56925  -25.00852
O  15.50060  -7.25221  -24.96395
O  15.59572  -9.71034  -24.37230
C  15.01634  -9.05999  -26.88783
F  16.30417  -9.40365  -27.20690
F  14.30473  -10.06249  -27.28472
F  14.65549  -8.03583  -27.64760
C  3.03413  -6.05012  -27.88609
C  3.81017  -4.90602  -27.14086
O  5.05309  -4.69053  -27.83945
O  2.60032  -5.42829  -29.11539
H  2.14006  -6.35802  -27.34392
H  3.67547  -6.88383  -28.17194
H  4.13328  -5.10806  -26.11964
H  3.20198  -4.00211  -27.17480
H  5.22370  -3.74604  -27.86063
H  3.41925  -5.42453  -29.61632
C  7.53114  -3.75104  -18.75259
C  7.81842  -5.22542  -18.78690
O  7.95652  -5.67520  -20.09896
O  8.58533  -3.06420  -19.22760
H  7.26308  -3.35042  -17.77497
H  6.72279  -3.49535  -19.43765
H  7.01462  -5.79066  -18.31518
H  8.74259  -5.55992  -18.31561
H  8.11519  -6.62078  -20.14683
H  8.81182  -3.38163  -20.10484
C  9.14631  -3.64284  -27.48378
C  10.19352  -2.97607  -26.60186
O  10.42574  -3.79138  -25.43719
O  9.61830  -4.95830  -27.94373
H  8.88143  -3.04335  -28.35472
H  8.19292  -3.77962  -26.97345
H  9.81534  -1.99905  -26.30105
H  11.10191  -2.74276  -27.15729
H  10.90854  -3.29095  -24.77534
H  9.28580  -5.13306  -28.82719
C  7.30176  -2.79143  -23.55587
C  6.33443  -1.67652  -23.25866
O  6.12623  -0.85309  -24.39385
O  7.40442  -3.71916  -22.48079
H  8.22593  -2.22799  -23.68451
H  7.06084  -3.27728  -24.50139
H  6.64863  -1.15680  -22.35353
H  5.34313  -1.99216  -22.93342
H  5.58163  -0.12822  -24.07831
H  6.52545  -4.05162  -22.28461
C  8.31842  -5.78783  -31.33068
C  7.44661  -6.40578  -30.18068
O  7.59343  -7.86862  -30.09769
O  9.71313  -5.75831  -30.99075
H  7.89671  -4.81727  -31.59195
H  8.24496  -6.50749  -32.14603
H  6.39742  -6.29572  -30.45489
H  7.47142  -5.79895  -29.27555
H  7.22728  -8.21315  -30.91551
H  10.25389  -5.26980  -31.61568
C  3.64101  -4.97764  -20.96999
C  4.09943  -4.69794  -19.51373
O  3.10067  -5.23381  -18.64600
O  4.71394  -4.72716  -21.82598
H  2.79395  -4.36841  -21.28533
H  3.30813  -5.99552  -21.17303
H  4.30430  -3.63971  -19.35161
H  5.04731  -5.23375  -19.46349
H  3.23664  -4.93539  -17.74374
H  4.60914  -5.26800  -22.61218
C  9.24403  -9.24187  -27.77997
C  10.62783  -9.86154  -27.81621
O  11.33308  -9.63502  -26.62387
O  9.26834  -7.81144  -27.72934
H  8.68390  -9.63572  -26.93189
H  8.91076  -9.59416  -28.75615
H  11.18228  -9.45409  -28.66158
H  10.76798  -10.93251  -27.96280
H  11.72750  -10.49278  -26.44978
H  8.59803  -7.52131  -28.35232
C  9.21323  -11.47055  -19.34376
C  9.11526  -13.00113  -19.86555
O  7.81786  -13.51092  -19.52917
O  8.38646  -10.45478  -19.84322
H  10.26043  -11.18020  -19.25908
H  9.03265  -11.50218  -18.26929
H  9.84246  -13.60742  -19.32545
H  9.35016  -13.19855  -20.91147
H  7.71104  -14.44374  -19.72925
H  8.81962  -9.59961  -19.79163
C  11.11794  -13.83727  -24.75815
C  11.08631  -13.12633  -26.12624
O  12.14066  -12.15738  -26.19002
O  12.39278  -14.44868  -24.59488
H  10.40396  -14.65888  -24.70097
H  10.95919  -13.10039  -23.97081
H  10.10812  -12.64946  -26.18820
H  11.21223  -13.89892  -26.88476
H  12.75255  -12.38298  -25.48554
H  12.37662  -15.08456  -25.31390
C  10.96797  -7.97990  -19.36972
C  12.40756  -8.51503  -19.03637
O  12.90353  -7.96963  -17.80499
O  9.99868  -8.31230  -18.41554
H  10.76029  -8.49235  -20.30906
H  11.01877  -6.90114  -19.51739
H  13.14667  -8.31714  -19.81268
H  12.32309  -9.59116  -18.88499
H  12.80341  -8.71131  -17.20375
H  10.18873  -7.84511  -17.59871
C  2.96705  -9.63964  -23.46706
C  3.43442  -11.09677  -23.46283
O  3.50142  -11.60491  -22.09622
O  1.57918  -9.39926  -23.48836
H  3.25725  -9.18615  -24.41481
H  3.44971  -9.04151  -22.69416
H  4.46462  -11.04527  -23.81517
H  2.81830  -11.66295  -24.16136
H  4.24291  -11.12953  -21.71438
H  1.27838  -9.39704  -22.57671
C  5.37411  -9.21085  -20.41641
C  4.02366  -8.93605  -19.74625
O  3.86636  -9.77551  -18.59756
O  5.74636  -10.60941  -20.60926
H  6.15795  -8.84140  -19.75519
H  5.47195  -8.66497  -21.35478
H  3.26409  -9.13715  -20.50171
H  3.80215  -7.87578  -19.62430
H  4.35553  -10.58293  -18.77184
H  6.67579  -10.83279  -20.52047
C  4.82933  -10.40396  -28.78597
C  4.05522  -11.22825  -27.74501
O  2.94577  -11.83434  -28.34227
O  5.64952  -11.08694  -29.74685
H  5.37887  -9.53527  -28.42336
H  4.03852  -9.90827  -29.34901
H  3.73687  -10.61912  -26.89900
H  4.65395  -12.04639  -27.34468
H  2.23261  -11.20081  -28.45016
H  5.11907  -11.37504  -30.49332

=====

(4)
Here is a structure of composition C11H13ClI2N4O4Re at a distorted geometry from the OMol25 dataset. Energies are from the ωB97M-V functional and the def2-TZVPD basis.

Values from the calculation:
energy above the lowest of the compared OMol25 structures with the same formula, charge and spin = 0.0 kJ/mol
2S+1 = 4
net charge = +2
F_max = 4.13 eV/Å
gap between HOMO and LUMO (alpha / beta) = 0.30351 / 0.27431 Eh
DFT total energy = -2080.26740 a.u.

Element x y z (Å)
Re  0.34671  0.70918  -0.30081
I  1.00448  2.64759  1.83444
C  -0.92780  3.40479  1.37890
I  -1.62831  2.81585  -0.53422
H  -0.81517  4.51202  1.43222
H  -1.64609  3.05571  2.12714
C  -3.38703  -0.11985  0.32863
C  -2.21802  -0.85378  0.92835
N  -0.91238  -0.50492  0.82521
C  -0.13212  -1.53049  1.41987
C  -1.01163  -2.48407  1.84219
N  -2.28393  -2.03708  1.54993
C  -0.93805  -3.77346  2.57407
O  0.26370  -4.28197  2.93203
O  -1.95504  -4.34968  2.80451
C  1.34749  -1.44151  1.26563
O  2.14427  -2.25766  1.68044
O  1.72913  -0.39991  0.54534
H  -4.01194  0.29546  1.07759
H  -4.02821  -0.77062  -0.21077
H  -3.04942  0.68574  -0.36865
H  -3.11950  -2.63564  1.68446
H  1.01385  -3.68606  2.74345
Cl  -0.02860  -1.84654  -2.19485
C  -0.61355  -0.22332  -1.86080
H  -1.68367  -0.33458  -1.74476
H  -0.53119  0.30484  -2.82564
N  3.27917  2.43622  -2.74437
C  3.84852  1.26858  -2.61127
C  2.96177  0.47483  -1.86482
N  1.90295  1.31856  -1.60778
C  2.12000  2.50251  -2.15557
H  3.66935  3.18778  -3.25048
H  4.80552  1.06566  -3.02924
H  2.94586  -0.55673  -1.50600
H  1.53891  3.40254  -2.16436

=====

(5)
Here is a cluster of 2 separate species, C4H13N2O3 in total at a distorted geometry from the OMol25 dataset. Energies are from the ωB97M-V functional and the def2-TZVPD basis.

Values from the calculation:
energy above the lowest of the compared OMol25 structures with the same formula, charge and spin = 101.5 kJ/mol
net charge = +1
F_max = 2.24 eV/Å
gap between HOMO and LUMO = 0.39933 Eh
DFT total energy = -495.21076 a.u.

Element x y z (Å)
N  -0.59094  -2.10079  0.79475
C  -0.23674  -0.71818  0.37903
C  -0.11902  0.33398  1.54245
C  -0.22241  1.67863  0.87127
O  1.12137  2.16736  0.60306
C  1.13892  -0.97738  -0.27714
N  1.41879  -0.33668  -1.42201
O  1.84035  -1.89659  0.11985
H  -1.07852  -2.68359  0.08270
H  -1.21592  -2.16343  1.61259
H  0.29285  -2.63410  0.97416
H  -1.01523  -0.32903  -0.29443
H  0.78830  0.24762  2.13537
H  -0.93732  0.08756  2.21256
H  -0.75025  2.44050  1.49188
H  -0.75766  1.69419  -0.07799
H  1.22143  2.92682  1.18054
H  0.95274  0.54814  -1.57931
H  2.29134  -0.47358  -1.90719
H  -1.85638  0.13542  -2.90036
H  -1.02706  1.33476  -3.12393
O  -1.25864  0.71836  -2.41785

=====

(6)
Here is an isolated molecule of C3H5NS at a distorted geometry from the OMol25 dataset. Energies are from the ωB97M-V functional and the def2-TZVPD basis.

Values from the calculation:
energy above the lowest of the compared OMol25 structures with the same formula, charge and spin = 351.1 kJ/mol
F_max = 5.98 eV/Å
gap between HOMO and LUMO = 0.31025 Eh
DFT total energy = -570.10083 a.u.

Element x y z (Å)
C  -1.08110  0.04055  -0.22402
C  0.10454  1.13333  -0.13190
C  -0.00125  -1.04641  -0.12397
H  0.54223  1.83937  -0.97486
H  0.16307  1.57768  0.95569
H  1.86470  -0.05134  0.43772
H  -0.09899  -1.11744  1.12614
H  0.02876  -2.21691  -0.66688
N  1.20750  -0.16004  -0.27017
S  -2.72946  0.00122  -0.12776